A single C2H5N3S2 molecule. Source: the Open Molecules 2025 dataset; level of theory: ωB97M-V with the def2-TZVPD basis set.

Computed properties:
Relative energy (zero: lowest compared OMol25 entry of this formula, charge and spin) = 2.4017 eV
E = -1039.795100 a.u.
HOMO energy = -9.033 eV
SMILES = [H]/N=C(/NS)C(N)=S
2S+1 = 1

Each line ends with the natural charge from an NBO analysis.
Cartesian coordinates (Å):
H 1.421 2.160 -0.214  0.364
N 0.461 2.043 0.032  -0.593
C 0.115 0.822 -0.006  0.337
N -1.210 0.461 0.299  -0.781
S -2.162 -0.140 -1.010  0.156
C 1.238 -0.196 -0.114  -0.006
N 0.772 -1.291 0.627  -0.802
S 2.555 -0.012 -0.995  -0.033
H -1.737 1.223 0.609  0.409
H -2.301 -1.555 -0.799  0.115
H 1.221 -2.209 0.752  0.411
H -0.371 -1.307 0.820  0.424

A single C2H5N3S2 molecule. Source: the Open Molecules 2025 dataset; level of theory: ωB97M-V with the def2-TZVPD basis set.

Computed properties:
Relative energy (zero: lowest compared OMol25 entry of this formula, charge and spin) = 3.5905 eV
E = -1039.751415 a.u.
HOMO energy = -8.900 eV
SMILES = [H]/N=N/NCC(=S)S
2S+1 = 1

Each line ends with the natural charge from an NBO analysis.
Cartesian coordinates (Å):
H -1.895 0.046 1.847  0.343
N -1.156 -0.120 1.213  -0.535
N -1.161 0.812 0.363  0.052
N -0.259 0.832 -0.540  -0.378
C 0.865 -0.279 -0.788  -0.329
C 2.120 0.292 -0.194  -0.297
S 3.288 0.929 -1.068  0.071
S 2.153 0.308 1.618  0.030
H -0.237 1.620 -1.262  0.410
H 0.870 -0.463 -1.877  0.233
H 0.519 -1.132 -0.360  0.234
H 0.786 -0.058 1.593  0.167

A single C2H5N3S2 molecule. Source: the Open Molecules 2025 dataset; level of theory: ωB97M-V with the def2-TZVPD basis set.

Computed properties:
Relative energy (zero: lowest compared OMol25 entry of this formula, charge and spin) = 1.5593 eV
E = -1039.826060 a.u.
HOMO energy = -8.897 eV
SMILES = [H]/N=C\NC(=S)NS
2S+1 = 1

Each line ends with the natural charge from an NBO analysis.
Cartesian coordinates (Å):
H 3.029 -1.610 -0.859  0.333
N 3.000 -1.106 0.033  -0.636
C 1.846 -0.649 0.310  0.291
N 0.608 -0.965 -0.272  -0.632
C -0.605 -0.454 0.061  0.278
S -2.059 -1.290 -0.060  -0.163
N -0.616 0.864 0.571  -0.788
S 0.076 2.235 -0.170  0.200
H 1.728 0.073 1.091  0.176
H 0.589 -1.813 -0.841  0.423
H -1.445 1.092 1.097  0.417
H -0.559 2.197 -1.358  0.100

A single C2H5N3S2 molecule. Source: the Open Molecules 2025 dataset; level of theory: ωB97M-V with the def2-TZVPD basis set.

Computed properties:
Relative energy (zero: lowest compared OMol25 entry of this formula, charge and spin) = 3.0675 eV
E = -1039.770634 a.u.
HOMO energy = -8.550 eV
SMILES = [H]/N=C(\N)NSC=S
2S+1 = 1

Each line ends with the natural charge from an NBO analysis.
Cartesian coordinates (Å):
H 0.392 2.687 -0.616  0.358
N 0.349 1.833 0.016  -0.743
C 0.805 0.698 -0.429  0.571
N 1.387 0.273 -1.651  -0.838
N 0.516 -0.360 0.500  -0.817
S -0.544 -0.112 1.863  0.671
C -1.766 -1.134 1.492  -0.569
S -2.959 -1.949 2.448  -0.055
H 1.584 0.916 -2.303  0.380
H 0.970 -0.569 -2.182  0.400
H 1.148 -1.174 0.622  0.415
H -1.882 -1.110 0.240  0.227

A gas-phase ion, C2H5N4 (charge +1). Source: the Open Molecules 2025 dataset; level of theory: ωB97M-V with the def2-TZVPD basis set.

Computed properties:
Relative energy (zero: lowest compared OMol25 entry of this formula, charge and spin) = 3.2675 eV
E = -297.833386 a.u.
HOMO energy (alpha / beta) = -14.129 / -14.129 eV
SMILES = [H]/N=N/C=C\N=[NH2+]
2S+1 = 1
Net charge = +1

Each line ends with the natural charge from an NBO analysis.
Cartesian coordinates (Å):
H -2.757 0.147 0.381  0.402
N -1.949 0.769 0.324  -0.107
N -1.620 1.255 -0.732  -0.001
C -0.477 1.334 -1.276  0.051
C 0.470 0.389 -0.706  -0.086
N 0.070 -0.286 0.297  -0.087
N 0.673 -1.051 1.135  -0.499
H -0.263 1.982 -2.105  0.268
H 1.430 0.309 -1.196  0.243
H 1.685 -1.118 1.177  0.399
H 0.109 -1.513 1.836  0.417

A gas-phase ion, C2H5N4O (charge +1). Source: the Open Molecules 2025 dataset; level of theory: ωB97M-V with the def2-TZVPD basis set.

Computed properties:
Relative energy (zero: lowest compared OMol25 entry of this formula, charge and spin) = 4.2735 eV
E = -373.077726 a.u.
HOMO energy = -13.512 eV
SMILES = N/C=[NH+]\NN=C=O
2S+1 = 1
Net charge = +1

Each line ends with the natural charge from an NBO analysis.
Cartesian coordinates (Å):
N -0.791 -1.542 -0.203  -0.748
C -1.385 -0.373 -0.216  0.343
N -0.887 0.735 0.209  -0.345
N 0.321 1.408 0.472  -0.238
N 1.378 0.660 -0.068  -0.491
C 2.563 0.366 -0.086  0.872
O 3.537 -0.208 -0.219  -0.422
H -1.344 -2.445 -0.333  0.451
H 0.339 -1.788 0.114  0.477
H -2.438 -0.416 -0.375  0.238
H -1.733 1.167 0.467  0.429
H 0.439 2.436 0.239  0.433

2 unconnected molecules or ions with the total composition C2H5N4O2. Source: the Open Molecules 2025 dataset; level of theory: ωB97M-V with the def2-TZVPD basis set.

Computed properties:
Relative energy (zero: lowest compared OMol25 entry of this formula, charge and spin) = 1.1252 eV
E = -448.352523 a.u.
HOMO energy = -14.402 eV
2S+1 = 1
Net charge = +1

Each line ends with the natural charge from an NBO analysis.
Cartesian coordinates (Å):
C 0.253 -0.545 -1.631  0.252
C -1.199 -0.742 -0.021  0.192
N -0.756 -1.400 -1.982  -0.298
N -1.641 -1.474 -0.989  -0.183
N -0.037 -0.103 -0.397  -0.492
N 0.360 1.721 2.588  0.374
O 1.014 1.263 1.708  -0.345
O 1.056 1.958 3.760  -0.507
H 1.231 -0.390 -2.199  0.284
H -1.730 -0.597 0.941  0.269
H -0.946 -1.939 -2.808  0.463
H 0.609 2.623 4.230  0.496
H 0.557 0.689 -0.095  0.495

A gas-phase ion, C2H5N4O3 (charge +1). Source: the Open Molecules 2025 dataset; level of theory: ωB97M-V with the def2-TZVPD basis set.

Computed properties:
Relative energy (zero: lowest compared OMol25 entry of this formula, charge and spin) = 2.1862 eV
E = -523.429048 a.u.
HOMO energy (alpha / beta) = -13.509 / -13.510 eV
2S+1 = 1
Net charge = +1

Each line ends with the natural charge from an NBO analysis.
Cartesian coordinates (Å):
C -0.602 -1.566 0.522  0.663
C 1.288 -0.633 2.520  0.939
N -0.751 -1.640 1.744  -0.073
N 0.780 0.149 0.256  -0.248
N -0.718 -2.149 -0.566  -0.730
N 0.473 1.609 0.387  -0.591
O 2.099 -0.489 3.376  -0.463
O -0.066 -1.136 2.737  -0.304
O 1.655 -0.327 1.318  -0.393
H -0.852 -1.748 -1.483  0.456
H 0.495 2.117 -0.521  0.430
H -0.816 -3.132 -0.461  0.448
H 1.196 2.169 0.923  0.450
H -0.480 1.888 0.607  0.416

A gas-phase ion, C2H5N4S (charge +1). Source: the Open Molecules 2025 dataset; level of theory: ωB97M-V with the def2-TZVPD basis set.

Computed properties:
Relative energy (zero: lowest compared OMol25 entry of this formula, charge and spin) = 1.7385 eV
E = -696.110436 a.u.
HOMO energy = -14.330 eV
SMILES = [NH2+]=c1[nH]cnn1S
2S+1 = 1
Net charge = +1

Each line ends with the natural charge from an NBO analysis.
Cartesian coordinates (Å):
N 0.773 -1.428 0.783  -0.767
C 0.153 -0.495 0.098  0.581
N 0.103 -0.401 -1.281  -0.532
C -0.430 0.791 -1.619  0.183
N -0.609 1.494 -0.547  -0.213
N -0.255 0.758 0.449  -0.314
S -0.808 1.265 1.949  0.282
H 0.871 -1.317 1.836  0.443
H 0.551 -2.418 0.689  0.438
H -0.064 -1.257 -2.154  0.495
H -0.563 1.102 -2.656  0.255
H 0.279 1.906 2.454  0.150

A single C2H5N5 molecule. Source: the Open Molecules 2025 dataset; level of theory: ωB97M-V with the def2-TZVPD basis set.

Computed properties:
Relative energy (zero: lowest compared OMol25 entry of this formula, charge and spin) = 3.3547 eV
E = -352.891493 a.u.
HOMO energy = -9.702 eV
SMILES = NCc1nn[nH]n1
2S+1 = 1

Each line ends with the natural charge from an NBO analysis.
Cartesian coordinates (Å):
N 1.970 -0.487 -0.074  -0.826
C 1.176 0.885 0.076  -0.262
C -0.269 0.459 0.038  0.253
N -1.347 1.242 -0.058  -0.267
N -2.452 0.415 -0.108  -0.043
N -1.867 -0.833 0.018  -0.161
N -0.571 -0.811 -0.001  -0.282
H 1.342 -1.245 0.469  0.380
H 1.809 -0.753 -1.142  0.346
H 1.413 1.130 1.206  0.228
H 1.257 1.554 -0.706  0.224
H -2.460 -1.557 0.283  0.410